This record from the OMol25 dataset describes a molecular structure, C3H4FNO in a non-equilibrium geometry. The level of theory is ωB97M-V/def2-TZVPD.

Results
Orbital gap = 9.82 eV
F_max = 3.40 eV Å⁻¹
Highest occupied orbital energy = -10.188 eV
Charge = 0
ΔE to the lowest compared entry with this formula, charge and spin = 52.4 kcal per mole
E = -346.48532 a.u.

Element x y z (Å)
C -0.766 1.069 -0.003
C -2.003 0.389 -0.060
C -0.224 -0.276 0.133
N 0.917 -0.837 0.114
O -1.423 -0.900 0.149
F 3.635 -0.146 -0.129
H -0.413 2.120 -0.166
H -3.110 0.522 -0.053
H 2.727 -0.178 0.186
H 0.660 -1.764 -0.172

Now the Löwdin charges, all in e:
1 C 0.052
2 C 0.016
3 C -0.490
4 N 0.192
5 O 0.015
6 F -0.149
7 H 0.119
8 H 0.136
9 H 0.030
10 H 0.081



This record from the OMol25 dataset describes a single C25H31N5O5 molecule. The level of theory is ωB97M-V/def2-TZVPD.

Results
Orbital gap = 8.56 eV
F_max = 0.86 eV Å⁻¹
Highest occupied orbital energy = -8.059 eV
Charge = 0
ΔE to the lowest compared entry with this formula, charge and spin = 54.8 kcal per mole
Structure (SMILES) = COc1cc2[nH]c(=O)n(CCCCCC(=O)N3CCN(c4ccccn4)CC3)c(=O)c2cc1OC
E = -1621.31100 a.u.

Element x y z (Å)
C -5.097 -3.182 0.453
O -5.487 -1.830 0.424
C -4.547 -0.888 0.194
C -3.204 -1.142 -0.009
C -2.318 -0.091 -0.245
N -0.981 -0.320 -0.469
C -0.060 0.657 -0.728
O 1.100 0.367 -0.949
N -0.526 1.952 -0.716
C 0.420 3.038 -0.965
C 0.852 3.722 0.337
C 1.970 2.957 1.055
C 3.356 3.463 0.654
C 4.499 2.539 1.108
C 4.723 1.470 0.050
O 5.382 1.744 -0.939
N 4.174 0.240 0.199
C 3.326 -0.228 1.273
C 3.675 -1.679 1.627
N 3.540 -2.511 0.448
C 2.278 -2.920 0.113
C 1.973 -3.528 -1.121
C 0.689 -3.965 -1.350
C -0.281 -3.805 -0.364
C 0.115 -3.215 0.823
N 1.340 -2.781 1.057
C 4.482 -2.073 -0.562
C 4.162 -0.634 -0.964
C -1.855 2.323 -0.510
O -2.182 3.491 -0.541
C -2.780 1.221 -0.270
C -4.141 1.480 -0.063
C -5.027 0.453 0.164
O -6.361 0.593 0.368
C -6.901 1.893 0.333
H -4.375 -3.376 1.253
H -6.008 -3.745 0.647
H -4.673 -3.498 -0.506
H -2.817 -2.148 0.007
H -0.626 -1.271 -0.441
H -0.091 3.758 -1.609
H 1.280 2.615 -1.484
H 1.189 4.732 0.104
H -0.026 3.813 0.979
H 1.856 3.059 2.137
H 1.881 1.903 0.807
H 3.413 3.564 -0.432
H 3.505 4.455 1.085
H 4.304 2.146 2.104
H 5.422 3.120 1.142
H 3.430 0.400 2.154
H 2.281 -0.221 0.940
H 2.994 -2.044 2.394
H 4.707 -1.753 1.979
H 2.724 -3.659 -1.881
H 0.436 -4.430 -2.292
H -1.294 -4.147 -0.515
H -0.582 -3.068 1.641
H 4.456 -2.722 -1.435
H 5.484 -2.130 -0.125
H 4.896 -0.248 -1.672
H 3.163 -0.597 -1.414
H -4.450 2.512 -0.093
H -7.969 1.771 0.505
H -6.741 2.367 -0.641
H -6.475 2.526 1.118

Now the Löwdin charges, all in e:
1 C -0.070
2 O -0.047
3 C -0.184
4 C 0.063
5 C -0.167
6 N 0.196
7 C -0.447
8 O 0.061
9 N 0.083
10 C -0.115
11 C -0.157
12 C -0.196
13 C -0.181
14 C -0.098
15 C -0.459
16 O 0.043
17 N -0.023
18 C -0.129
19 C -0.133
20 N -0.073
21 C -0.290
22 C 0.001
23 C -0.070
24 C -0.109
25 C -0.177
26 N 0.121
27 C -0.124
28 C -0.104
29 C -0.364
30 O 0.092
31 C -0.067
32 C 0.065
33 C -0.194
34 O -0.065
35 C -0.075
36 H 0.098
37 H 0.098
38 H 0.098
39 H 0.094
40 H 0.124
41 H 0.126
42 H 0.128
43 H 0.116
44 H 0.110
45 H 0.117
46 H 0.077
47 H 0.119
48 H 0.115
49 H 0.099
50 H 0.120
51 H 0.117
52 H 0.099
53 H 0.113
54 H 0.127
55 H 0.100
56 H 0.108
57 H 0.091
58 H 0.110
59 H 0.109
60 H 0.130
61 H 0.124
62 H 0.115
63 H 0.118
64 H 0.095
65 H 0.099
66 H 0.099